# C5H15NO2

A cluster of 2 separate species, C5H15NO2 in total at a distorted geometry (ωB97M-V with the def2-TZVPD basis set, the OMol25 dataset).

Calculated values
Orbital gap   9.2 eV
Structure (SMILES)   NCCCCCO.O
Lowest unoccupied orbital energy   0.446 eV

Geometry as ORCA input:
```
! wB97M-V def2-TZVPD RIJCOSX def2/J DEFGRID3
* xyz 0 1
C 0.237 1.269 -1.892
O -0.877 1.893 -2.479
C 0.419 1.744 -0.447
C 1.000 0.785 0.683
C 1.549 -0.540 0.251
C 0.856 -1.836 0.735
N 0.377 -1.834 2.116
H 1.085 1.598 -2.494
H 0.059 0.159 -1.883
H -1.599 2.105 -1.886
H -0.533 2.154 -0.137
H 0.960 2.712 -0.316
H 0.095 0.680 1.318
H 1.738 1.456 1.119
H 2.630 -0.618 0.490
H 1.554 -0.713 -0.855
H 1.636 -2.591 0.695
H 0.028 -1.893 0.021
H 0.883 -1.361 2.841
H -0.448 -2.310 2.416
H -4.165 -0.768 -0.818
H -3.363 -0.855 0.492
O -4.119 -1.236 0.031
*
```


# C5H15NO4

A cluster of 5 separate species, C5H15NO4 in total at a distorted geometry (ωB97M-V with the def2-TZVPD basis set, the OMol25 dataset).

Calculated values
Orbital gap   7.7 eV
Structure (SMILES)   Cc1ccc[nH]1.O.O.O.O
Lowest unoccupied orbital energy   0.040 eV

Geometry as ORCA input:
```
! wB97M-V def2-TZVPD RIJCOSX def2/J DEFGRID3
* xyz 0 1
C -0.006 1.216 2.174
C -0.517 0.595 1.099
N 0.516 0.073 0.301
C 1.727 0.095 1.176
C 1.377 0.873 2.258
C 3.023 -0.534 0.661
H -0.549 1.988 2.662
H -1.574 0.346 0.898
H 0.320 -0.518 -0.490
H 1.999 1.384 2.940
H 3.066 -1.607 0.401
H 3.252 0.041 -0.205
H 3.652 -0.354 1.489
H -1.036 -0.217 -2.539
H -1.234 1.219 -1.963
O -0.577 0.526 -2.221
H -1.331 3.634 0.058
H -0.506 2.674 -0.847
O -1.252 3.098 -0.637
H -1.087 -2.327 -2.805
H -2.632 -1.721 -2.491
O -1.720 -1.905 -2.151
H -1.861 -2.034 0.059
H -1.268 -3.589 -0.168
O -1.782 -2.957 0.342
*
```


# C5H15NOS

A cluster of 2 separate species, C5H15NOS in total at a distorted geometry (ωB97M-V with the def2-TZVPD basis set, the OMol25 dataset).

Calculated values
Orbital gap   9.8 eV
Structure (SMILES)   CCN[C@@H](C)CS.O
Lowest unoccupied orbital energy   0.843 eV

Geometry as ORCA input:
```
! wB97M-V def2-TZVPD RIJCOSX def2/J DEFGRID3
* xyz 0 1
C -0.639 0.384 -1.719
N 0.117 0.548 -0.461
C 0.813 -0.644 0.028
C 1.130 -0.380 1.523
S 0.160 -1.534 2.496
C 2.044 -1.007 -0.770
C -2.070 0.862 -1.516
H -0.175 0.952 -2.529
H -0.609 -0.655 -2.008
H 0.728 1.356 -0.481
H 0.084 -1.440 -0.042
H 2.182 -0.626 1.680
H 1.017 0.695 1.644
H 0.702 -1.274 3.693
H 2.843 -0.266 -0.873
H 2.518 -1.928 -0.413
H 1.739 -1.246 -1.797
H -2.517 0.305 -0.703
H -2.102 1.935 -1.308
H -2.709 0.657 -2.383
H -1.026 1.086 1.692
H -2.425 0.743 2.139
O -1.804 1.476 2.111
*
```


# C5H15NOS

A cluster of 2 separate species, C5H15NOS in total at a distorted geometry (ωB97M-V with the def2-TZVPD basis set, the OMol25 dataset).

Calculated values
Orbital gap   9.6 eV
Structure (SMILES)   CSCC[C@@H](C)N.O
Lowest unoccupied orbital energy   0.878 eV

Geometry as ORCA input:
```
! wB97M-V def2-TZVPD RIJCOSX def2/J DEFGRID3
* xyz 0 1
C 1.711 -1.418 1.512
C 0.596 -0.843 0.635
C -0.445 -0.174 1.570
C -1.641 0.471 0.866
S -1.300 2.016 0.012
C -0.774 1.470 -1.651
N 0.034 -1.866 -0.270
H 1.996 -0.690 2.265
H 1.445 -2.383 1.944
H 2.580 -1.615 0.876
H 1.015 -0.050 0.012
H 0.054 0.576 2.185
H -0.801 -0.966 2.235
H -2.105 -0.316 0.262
H -2.451 0.710 1.557
H -1.050 2.323 -2.271
H 0.276 1.250 -1.770
H -1.402 0.638 -1.959
H -0.933 -1.607 -0.373
H -0.022 -2.767 0.193
H 2.892 -1.957 -2.107
H 1.835 -0.914 -1.655
O 2.618 -1.050 -2.205
*
```


# C5H15NOS

A cluster of 2 separate species, C5H15NOS in total at a distorted geometry (ωB97M-V with the def2-TZVPD basis set, the OMol25 dataset).

Calculated values
Orbital gap   8.6 eV
Structure (SMILES)   CN[C@H](C)CCS.O
Lowest unoccupied orbital energy   0.470 eV

Geometry as ORCA input:
```
! wB97M-V def2-TZVPD RIJCOSX def2/J DEFGRID3
* xyz 0 1
C -2.142 -1.783 0.905
N -0.966 -1.163 0.395
C -1.012 -0.780 -1.026
C -0.206 0.613 -0.988
C -0.170 1.348 0.368
S 0.907 2.793 0.348
C -0.369 -1.930 -1.809
H -3.101 -1.249 0.733
H -2.031 -1.759 2.074
H -2.288 -2.762 0.699
H -0.089 -1.670 0.569
H -2.038 -0.480 -1.401
H -0.390 1.282 -1.885
H 0.700 0.388 -1.343
H 0.256 0.699 1.125
H -1.179 1.625 0.651
H 2.181 2.277 -0.013
H -0.859 -2.930 -1.685
H 0.615 -1.987 -1.590
H -0.322 -1.749 -2.914
H 3.177 -0.957 1.421
H 2.416 -2.026 0.642
O 2.325 -1.257 1.235
*
```


# C5H15NOS

A cluster of 2 separate species, C5H15NOS in total at a distorted geometry (ωB97M-V with the def2-TZVPD basis set, the OMol25 dataset).

Calculated values
Orbital gap (alpha / beta)   10.1 / 5.0 eV
Lowest unoccupied orbital energy (alpha / beta)   -2.800 / -7.705 eV
Expectation value of S²   0.755

Geometry as ORCA input:
```
! wB97M-V def2-TZVPD RIJCOSX def2/J DEFGRID3
* xyz 1 2
C -1.404 -0.215 0.076
C -1.713 0.261 1.518
S -0.793 -0.707 2.748
C 0.100 0.072 -0.185
N 0.691 -0.639 -1.297
C 0.797 -0.042 -2.574
C -0.515 -0.142 -3.427
H -2.137 0.203 -0.619
H -1.569 -1.290 0.002
H -1.421 1.293 1.674
H -2.774 0.100 1.720
H -1.030 -1.898 2.222
H 0.078 1.146 -0.402
H 0.724 -0.113 0.696
H 0.422 -1.620 -1.268
H 1.125 1.008 -2.539
H 1.680 -0.485 -3.060
H -0.759 -1.206 -3.437
H -1.347 0.336 -2.895
H -0.506 0.413 -4.351
H 3.344 2.299 -0.100
H 2.242 2.111 0.862
O 3.105 1.727 0.636
*
```